Density functional theory data (wB97M-V/def2-TZVPD) for a structure of composition C46H121F6N12O15PbS2 at a distorted geometry.

```
203
Properties=species:S:1:pos:R:3:forces:R:3
Pb 2.436 -2.344 -2.700 1.1 0.0 0.5
C 0.773 -1.114 1.619 -0.8 -1.6 0.2
F -0.341 -1.028 2.302 -0.7 1.0 -0.3
F 1.361 0.022 1.361 0.2 0.1 0.3
F 1.530 -1.901 2.381 1.1 0.0 -0.6
S 0.398 -2.083 -0.018 1.2 0.0 -1.3
O 1.438 -3.084 -0.154 0.2 0.0 0.2
O -0.954 -2.565 -0.020 0.7 0.7 0.0
N 0.840 -1.004 -1.312 -0.8 -1.4 3.1
S -0.338 0.042 -1.306 -3.0 1.9 -2.3
O -1.340 -0.289 -2.306 1.2 0.5 0.3
O -0.902 0.384 -0.028 1.0 -0.4 0.2
C 0.556 1.638 -1.852 -0.9 -1.5 0.9
F 0.921 1.528 -3.116 0.2 0.2 -0.2
F -0.270 2.648 -1.673 0.3 0.1 -0.2
F 1.642 1.775 -1.077 0.0 0.4 -0.2
C -2.992 3.962 0.488 -1.4 1.0 0.0
C -3.624 2.801 1.248 0.6 -0.2 -0.4
C -4.461 1.850 0.374 0.0 0.9 0.4
O -5.615 2.523 -0.069 -0.3 0.0 -0.1
C -6.506 1.660 -0.771 1.0 0.6 0.3
N -2.524 2.056 1.860 -0.2 -0.3 -0.1
H -2.354 4.572 1.126 0.3 -0.3 0.1
H -3.795 4.654 0.203 0.0 -0.1 -0.3
H -2.467 3.688 -0.428 0.1 -0.3 0.1
H -4.314 3.154 2.019 0.2 0.2 0.0
H -4.694 1.025 1.057 -0.3 -0.3 -0.3
H -3.902 1.488 -0.501 0.2 -0.2 0.1
H -6.836 0.882 -0.078 -0.4 -0.1 -0.3
H -5.953 1.219 -1.609 -0.2 -0.2 -0.1
H -7.300 2.297 -1.151 -0.2 -0.3 0.1
H -2.152 1.524 1.077 0.4 0.0 0.3
H -2.897 1.344 2.492 0.0 0.1 -0.1
C 0.243 -0.490 -6.470 -1.1 -0.9 -0.6
C 0.517 -1.067 -5.092 0.0 0.2 0.1
C -0.253 -2.355 -4.795 0.4 -0.2 -0.4
O 0.051 -2.820 -3.476 -0.3 0.3 -0.6
C -0.747 -3.924 -3.115 -0.1 -1.0 1.4
N 2.009 -1.229 -4.988 -0.6 -0.2 -1.1
H 0.587 0.528 -6.635 0.0 0.1 0.3
H -0.815 -0.577 -6.736 -0.1 0.5 0.2
H 0.689 -1.124 -7.246 0.4 0.0 0.1
H 0.153 -0.412 -4.296 0.4 0.3 -0.2
H -0.016 -3.183 -5.475 0.0 0.2 -0.3
H -1.317 -2.126 -4.894 0.0 0.0 0.2
H -0.464 -4.281 -2.118 0.4 0.4 0.0
H -0.588 -4.809 -3.738 -0.2 0.3 -0.5
H -1.798 -3.673 -2.961 -0.1 0.2 -0.7
H 2.224 -1.872 -5.762 0.0 -0.8 0.6
H 2.393 -0.441 -5.519 0.2 0.7 1.1
C -1.997 5.293 -5.433 0.4 0.4 -0.4
C -3.462 4.916 -5.428 0.2 -0.2 0.4
C -3.743 3.751 -4.475 -0.5 -0.2 -0.9
O -3.082 2.596 -4.980 0.3 -0.1 0.3
C -3.061 1.553 -4.035 -1.2 0.1 0.5
N -4.311 6.083 -5.111 0.1 -0.7 0.3
H -1.860 6.226 -5.986 -0.1 0.1 0.2
H -1.358 4.580 -5.952 -0.2 -0.3 0.1
H -1.605 5.426 -4.422 -0.1 0.1 0.1
H -3.717 4.528 -6.416 -0.1 0.2 -0.1
H -4.825 3.570 -4.518 -0.1 -0.1 0.2
H -3.508 3.968 -3.427 0.4 0.0 0.0
H -2.600 1.888 -3.103 0.5 -0.2 -0.1
H -2.669 0.616 -4.423 0.7 0.4 -0.2
H -4.079 1.263 -3.732 -0.2 0.2 -0.1
H -3.856 6.673 -4.420 0.2 0.0 -0.1
H -5.116 5.704 -4.617 -0.3 0.3 -0.2
C 3.777 1.021 3.640 0.2 -0.2 0.3
C 3.030 1.008 4.979 -0.4 -0.5 -0.6
C 1.541 0.746 4.779 -0.2 0.4 0.5
O 0.942 0.784 6.070 -0.3 -1.4 0.3
C -0.444 0.492 5.942 -0.4 0.8 -0.5
N 3.587 -0.051 5.821 0.3 -0.2 0.2
H 3.295 1.632 2.877 0.0 0.2 0.1
H 3.882 0.012 3.227 -0.3 -0.1 0.1
H 4.804 1.348 3.812 -0.1 0.2 -0.1
H 3.141 1.964 5.491 0.1 0.0 0.0
H 1.455 -0.251 4.326 -0.2 -0.1 0.1
H 0.959 1.463 4.185 0.6 0.1 -0.4
H -0.681 -0.323 5.248 0.5 0.0 -0.3
H -0.863 1.426 5.554 -0.6 -0.3 -0.1
H -1.001 0.203 6.833 0.8 0.3 0.6
H 2.967 -0.258 6.596 0.0 0.4 0.1
H 3.635 -0.934 5.321 0.1 0.2 -0.3
C 1.334 4.417 5.781 0.2 -0.4 0.4
C 0.426 5.219 4.881 -0.3 -0.1 -0.6
C 0.006 4.364 3.658 0.0 -0.1 1.1
O 1.110 4.096 2.821 0.1 0.4 -0.5
C 0.697 3.384 1.682 0.5 -0.9 -0.3
N -0.727 5.707 5.655 0.6 -0.2 -0.5
H 1.774 5.000 6.589 0.0 0.1 -0.1
H 2.126 3.865 5.272 0.0 0.4 -0.3
H 0.739 3.626 6.253 -0.1 0.1 0.1
H 0.850 6.136 4.464 0.6 -0.2 0.2
H -0.824 4.867 3.150 0.1 0.0 -0.3
H -0.354 3.391 4.022 -0.4 0.1 0.0
H 0.048 3.952 1.014 -0.3 0.1 0.2
H 0.247 2.425 1.959 -0.6 0.2 0.1
H 1.547 3.065 1.070 0.4 0.5 0.3
H -1.305 4.925 5.945 -0.2 0.1 -0.1
H -1.223 6.319 5.018 -0.6 -0.1 0.4
C -4.495 -1.982 -0.039 -1.1 -1.1 0.2
C -4.359 -3.332 0.726 0.8 1.6 -0.9
C -3.879 -4.439 -0.235 -0.6 0.3 1.1
O -4.926 -4.781 -1.116 0.3 -0.5 0.0
C -4.477 -5.720 -2.057 0.4 0.4 -1.4
N -3.378 -3.048 1.792 0.5 -1.0 -1.0
H -5.411 -2.053 -0.629 0.3 0.2 -0.4
H -3.614 -1.801 -0.655 0.0 0.1 -0.1
H -4.640 -1.152 0.647 0.1 0.0 0.1
H -5.327 -3.636 1.128 0.1 0.0 0.2
H -3.628 -5.281 0.426 0.2 -0.3 -0.3
H -2.984 -4.131 -0.786 0.1 0.1 0.0
H -3.925 -6.582 -1.673 -0.4 -0.1 0.5
H -3.783 -5.256 -2.778 0.2 0.3 0.2
H -5.271 -6.034 -2.734 -0.4 -0.2 0.6
H -2.552 -2.694 1.272 -0.6 -0.1 0.6
H -3.028 -3.953 2.122 -0.1 0.4 0.3
C 5.027 1.684 -1.766 -0.2 -0.7 0.5
C 4.378 0.469 -2.440 0.6 -0.1 -0.5
C 5.387 -0.364 -3.254 0.5 1.5 0.8
O 4.747 -1.388 -3.962 -0.3 0.2 -0.3
C 5.595 -2.179 -4.760 0.4 -1.3 0.0
N 3.706 -0.424 -1.490 -0.9 0.0 -0.1
H 5.874 1.344 -1.169 0.2 0.1 0.0
H 4.300 2.083 -1.056 0.0 0.2 -0.1
H 5.319 2.484 -2.443 0.0 -0.2 -0.1
H 3.615 0.863 -3.119 0.0 -0.2 -0.1
H 6.174 -0.737 -2.584 -0.2 -0.4 0.2
H 5.934 0.351 -3.879 -0.2 -0.2 -0.5
H 5.009 -2.897 -5.338 -0.4 0.3 0.0
H 6.221 -2.828 -4.136 0.2 0.3 0.1
H 6.236 -1.657 -5.472 -0.1 0.5 0.2
H 2.940 0.091 -1.065 0.0 -0.1 0.1
H 4.293 -0.727 -0.714 0.4 0.0 -0.1
C 1.742 3.928 -4.674 0.3 -0.9 -0.9
C 2.780 4.170 -3.574 -0.1 0.5 -1.1
C 4.194 4.303 -4.153 0.2 0.2 1.6
O 4.539 3.157 -4.901 0.0 0.1 0.1
C 5.920 3.132 -5.200 0.0 -0.5 0.3
N 2.375 5.417 -2.934 0.1 -0.3 -0.4
H 0.729 4.240 -4.433 0.0 0.1 0.3
H 1.671 2.875 -4.961 0.1 -0.1 0.2
H 2.023 4.396 -5.619 0.0 0.5 0.2
H 2.826 3.311 -2.892 -0.1 0.0 0.1
H 4.835 4.371 -3.257 0.3 -0.2 0.0
H 4.413 5.273 -4.612 -0.5 -0.2 -0.8
H 6.174 3.968 -5.852 0.3 -0.1 -0.1
H 6.160 2.160 -5.633 -0.2 0.2 -0.6
H 6.542 3.128 -4.296 -0.1 0.5 0.1
H 2.952 5.728 -2.165 -0.1 -0.2 0.2
H 1.409 5.284 -2.670 0.1 0.5 0.4
C 4.489 -4.915 0.530 -0.8 0.4 -0.2
C 4.658 -3.439 0.135 0.6 0.0 0.3
C 5.892 -2.786 0.783 -0.8 -1.5 0.4
O 5.936 -1.419 0.503 0.2 0.2 0.3
C 6.954 -0.755 1.280 -0.3 0.1 -1.0
N 4.711 -3.392 -1.340 0.6 0.7 -0.7
H 3.772 -5.363 -0.162 0.3 -0.1 -0.4
H 3.964 -5.144 1.457 0.6 0.5 0.5
H 5.456 -5.412 0.466 -0.1 -0.2 0.1
H 3.859 -2.780 0.482 -0.5 -0.4 -0.2
H 6.778 -3.360 0.480 0.3 0.4 -0.1
H 5.754 -2.943 1.860 0.2 0.0 0.1
H 6.885 -0.886 2.360 -0.3 -0.3 0.0
H 6.804 0.298 1.056 0.4 0.1 0.0
H 7.911 -1.129 0.916 0.2 0.3 0.2
H 5.435 -2.725 -1.608 -0.3 0.4 0.0
H 5.073 -4.233 -1.783 -0.3 -0.4 0.6
C -5.268 -1.861 4.432 0.4 -0.2 0.3
C -4.716 -0.416 4.343 -0.7 -1.8 0.8
C -4.136 0.042 5.684 -0.6 1.9 -0.6
O -5.069 0.157 6.748 0.8 -1.1 0.2
C -6.079 1.113 6.568 -0.7 -0.6 -0.5
N -3.654 -0.361 3.360 0.4 0.0 -0.8
H -6.170 -1.984 5.032 0.1 0.2 0.2
H -4.478 -2.495 4.846 -0.1 -0.1 0.2
H -5.476 -2.298 3.454 0.0 0.3 -0.2
H -5.589 0.194 4.107 0.5 0.5 -0.5
H -3.763 1.064 5.526 0.3 0.0 -0.3
H -3.249 -0.542 5.932 -0.4 -0.4 0.5
H -6.604 0.926 5.624 0.0 0.3 0.0
H -5.743 2.154 6.589 0.2 -0.1 0.1
H -6.825 0.905 7.335 0.2 0.3 0.2
H -3.814 -1.052 2.619 -0.3 0.3 0.2
H -2.794 -0.766 3.733 -0.1 0.3 0.5
C -1.262 -7.392 1.946 0.2 -0.2 0.1
C -0.437 -6.162 1.544 -1.2 0.6 0.2
C -0.223 -5.261 2.755 0.3 0.5 -0.1
O -1.457 -4.629 3.045 0.0 -0.3 0.6
C -1.410 -3.931 4.280 0.0 -0.3 0.1
N 0.804 -6.470 0.880 0.7 -0.7 -0.1
H -1.364 -8.117 1.136 0.0 0.1 -0.1
H -2.265 -7.126 2.279 0.0 0.3 -0.2
H -0.824 -7.933 2.789 0.3 0.1 -0.1
H -1.042 -5.546 0.860 -0.3 -0.1 0.2
H 0.488 -4.449 2.566 0.3 0.0 -0.5
H 0.219 -5.782 3.612 -0.4 -0.3 0.1
H -2.313 -3.340 4.427 -0.1 0.0 -0.4
H -0.534 -3.278 4.305 0.1 0.1 0.1
H -1.379 -4.639 5.113 0.3 0.0 0.0
H 0.609 -7.002 0.038 0.0 -0.2 0.2
H 1.245 -5.622 0.555 0.1 0.3 0.1
```
Forces are in eV/Å.

As for the total charge: +1. As for the LUMO energy: -3.0 eV. As for the highest occupied orbital energy: -9.97 eV. The orbital gap comes out at 6.967 eV. The calculated total energy comes out at -141469.596 eV.

Atom charges from the Mulliken analysis, given in e for atoms 1 to 5: 1.3388 -0.6366 0.0977 0.4515 -0.3460